# 1
67
Properties=species:S:1:pos:R:3:lowdin_charge:R:1 method="wB97M-V/def2-TZVPD" total_energy_ev=-73141.10047 fmax_ev_per_a=2.40 e_above_lowest_kcal_mol=7.3 lumo_ev=0.40
Tl 0.59650 -0.96017 0.94302 0.77
S 0.09057 -3.70056 1.47110 0.47
S -1.96825 -4.57709 -0.50570 1.03
O 0.54129 1.45761 -1.34174 0.14
O -1.87221 1.18391 -1.82550 0.11
O 1.81998 -2.56380 -3.36709 -0.05
O -2.58015 -2.46413 2.12179 -0.10
O -0.61129 0.26966 3.47985 -0.06
O -0.42349 2.35081 -3.28397 0.24
N -0.31422 -2.61635 -0.96144 -0.09
N 3.08693 0.81207 2.93138 0.11
N 0.85255 1.73486 4.48758 0.07
N -2.32484 -1.48159 1.12911 0.02
N -1.95166 0.39125 -0.69456 0.13
C -1.06864 2.59519 3.24005 0.02
C 1.51388 2.05329 -2.13156 -0.14
C -3.12857 -0.04092 -0.56444 -0.26
C 4.27765 0.99454 4.96708 -0.04
C 4.23283 0.82669 2.32427 -0.16
C -3.35668 -0.95184 0.62840 -0.26
C -0.65559 -3.52338 -0.03683 -1.18
C -2.96944 -4.02795 -3.05151 -0.10
C 3.11588 0.92074 4.26482 -0.28
C 3.58485 2.97253 -2.81431 -0.08
C 5.49943 1.05255 4.33326 -0.05
C -4.21932 0.23820 -1.49142 0.00
C 1.79205 0.71182 4.92306 -0.11
C -1.17720 -1.82545 -3.18621 -0.04
C -4.73246 -1.40260 1.03321 -0.01
C -0.26885 1.42450 3.73144 -0.53
C -3.05668 -3.09628 -4.06919 -0.11
C 2.89765 2.23530 -1.87702 0.02
C -2.06479 -3.75601 -2.02374 -0.48
C -2.11204 -2.07161 -4.15148 -0.10
C -1.16658 -2.65053 -2.04957 -0.32
C 0.90097 2.63365 -3.24290 -0.21
C 5.48787 1.03521 2.93300 -0.04
C 2.94659 3.47300 -3.97361 -0.09
C 1.60777 3.34349 -4.18198 -0.01
B -0.60867 1.60280 -2.11548 -0.70
H -0.47577 3.47079 3.01387 0.08
H 4.21142 1.01806 5.99953 0.09
H -3.83500 -3.16202 -4.82209 0.10
H -4.23042 1.31047 -1.68831 0.10
H -5.19811 -0.08586 -1.11194 0.07
H 6.37420 1.13654 2.30814 0.10
H 2.35591 -3.35479 -3.40416 0.03
H 1.06626 2.72791 4.54293 0.14
H -3.73983 -4.81197 -2.92709 0.11
H 6.41036 0.98550 4.89498 0.10
H 4.65624 3.16311 -2.66258 0.11
H -1.70256 -2.82593 2.33303 -0.04
H -0.46650 -1.00827 -3.24899 0.11
H 3.33914 1.88887 -0.98000 0.09
H -5.56139 -0.87186 0.51944 0.07
H -1.86508 2.75198 3.92007 0.08
H 1.31534 -0.19203 4.57919 0.12
H 1.88097 0.67158 6.02036 0.13
H -2.16446 -1.35647 -5.02052 0.13
H 3.55164 3.90067 -4.73674 0.09
H -1.44988 2.18283 2.29263 0.09
H 1.16029 3.82730 -5.09502 0.15
H -4.78472 -1.31611 2.14609 0.10
H -4.75183 -2.46276 0.79867 0.09
H 1.44280 -2.56597 -2.48610 0.00
H -4.00389 -0.28368 -2.42649 0.10
H 4.25129 0.65875 1.23994 0.10

# 2
66
Properties=species:S:1:pos:R:3:lowdin_charge:R:1 method="wB97M-V/def2-TZVPD" multiplicity=2 total_energy_ev=-247373.35055 fmax_ev_per_a=0.52 lumo_ev="-0.66 / -0.65"
Br 2.52708 6.46315 2.39867 0.79
Br -3.29230 4.99485 -2.72272 0.78
Mn 0.84534 0.54576 -0.06924 0.65
Cl 3.72473 -0.09396 -3.84247 0.71
Cl 7.01774 -3.25351 -0.98694 0.65
P -1.68422 -0.29074 0.43317 0.29
O -0.48590 -1.22475 -0.17909 -0.22
O -2.71063 0.04055 -0.57693 -0.24
O 1.83021 -0.51586 1.33581 -0.03
O -0.80949 0.82160 1.00243 -0.29
O -2.23124 -1.21616 1.60512 -0.16
O 2.22131 0.07473 -1.36981 -0.12
N 1.66014 2.32811 0.49033 0.07
N -0.09073 1.91128 -1.39680 0.08
C 4.13521 -0.86048 -2.34827 -0.58
C 1.12469 4.64074 0.74073 -0.04
C 2.18259 4.78478 1.61639 -0.67
C -3.45721 -0.93756 2.34317 -0.62
C -1.08769 4.07582 -1.19800 -0.04
C -3.28907 -1.69858 3.64819 -0.03
C 3.25766 -0.65008 -1.23555 -0.38
C -3.60205 0.55581 2.60396 -0.04
C 3.62763 -1.31732 -0.02669 -0.14
C -1.87849 -3.16547 -0.71971 -0.03
C 2.84829 -1.19636 1.16522 -0.17
C -0.14882 3.12834 -0.82621 -0.17
C -0.72184 -1.84090 -2.50916 -0.02
C 5.58539 -2.27302 -1.05224 -0.68
C 0.89433 3.38801 0.18732 -0.16
C -0.94367 1.62988 -2.37388 -0.08
C -0.63939 -2.36381 -1.08566 -0.59
C -4.63091 -1.47418 1.53555 -0.03
C 0.61758 -3.19296 -0.87932 -0.01
C 5.25350 -1.63881 -2.26287 -0.12
C 2.68575 2.49029 1.32381 -0.06
C -1.90393 2.51878 -2.82487 -0.07
C 4.79023 -2.11840 0.04222 -0.07
C 2.99373 3.70158 1.91117 -0.08
C -1.97839 3.74867 -2.20562 -0.66
H -1.92105 -4.05401 -1.35145 0.09
H -5.56355 -1.31983 2.08091 0.09
H -1.63646 -1.26231 -2.64076 0.08
H -2.72949 0.94053 3.13269 0.09
H -0.86175 0.64594 -2.80978 0.10
H -2.78323 -2.57909 -0.87912 0.08
H 5.88562 -1.77039 -3.13011 0.11
H -3.71513 1.10591 1.66889 0.08
H -2.58877 2.23469 -3.60900 0.11
H -4.49089 0.72849 3.21260 0.09
H 0.50713 5.48893 0.49070 0.10
H -4.16846 -1.56212 4.27916 0.09
H 0.59800 -4.07037 -1.52677 0.10
H 3.83430 3.79120 2.58241 0.11
H 3.27752 1.60930 1.53022 0.12
H -2.41133 -1.33700 4.18366 0.09
H -0.73475 -2.67984 -3.20663 0.10
H -3.16297 -2.76353 3.45127 0.09
H 0.68596 -3.52280 0.15800 0.10
H -4.68837 -0.96239 0.57579 0.08
H 5.03977 -2.61068 0.97385 0.11
H -1.84012 -3.47766 0.32258 0.09
H -4.50579 -2.54364 1.35861 0.09
H 3.22316 -1.75742 2.03318 0.14
H 1.50299 -2.60702 -1.12172 0.07
H 0.15237 -1.22459 -2.73316 0.08
H -1.14187 5.03988 -0.71720 0.10

# 3
59
Properties=species:S:1:pos:R:3:lowdin_charge:R:1 method="wB97M-V/def2-TZVPD" charge=-1 total_energy_ev=-105071.33524 fmax_ev_per_a=0.14 e_above_lowest_kcal_mol=3.7 lumo_ev=2.20
Rb -0.29789 0.22021 0.13526 0.88
Br -0.55377 -7.75821 -2.84294 0.65
O -0.86974 -2.45782 -0.01036 -0.19
N -0.65847 -1.26521 -2.65362 0.08
N 0.84775 1.05167 -2.52742 0.06
N 1.67764 0.36950 2.53675 -0.03
N 2.24507 -2.10060 -0.61817 0.03
C 1.56142 2.14341 -2.45632 -0.14
C -0.89431 -4.80673 0.05976 -0.02
C -1.56747 -0.50482 -4.77468 -0.03
C 1.94976 -1.05825 2.67252 -0.29
C -0.82918 -3.54450 -0.63937 -0.43
C -0.72565 -0.34349 -3.69712 -0.21
C 2.32876 -3.14006 0.40736 -0.29
C -0.02320 1.80810 -4.66058 -0.16
C 0.77472 2.96941 -4.54643 -0.02
C -0.66611 -6.06442 -1.96890 -0.71
C -0.69054 -3.64625 -2.07424 -0.14
C 0.05500 0.86025 -3.61637 -0.16
C -1.17062 2.21204 2.79776 -0.25
C 3.39112 -2.81286 1.45846 -0.21
C 1.56869 3.14213 -3.45395 -0.05
C -0.88291 1.58470 -5.76456 -0.06
C -2.37060 1.74358 2.22085 -0.24
C 3.27942 -1.38797 1.99596 -0.22
C -0.57794 3.11944 1.89540 -0.24
C -1.41186 3.21409 0.76420 -0.26
C -0.81359 -6.01363 -0.57170 -0.14
C -2.52133 2.36437 0.96668 -0.27
C -0.60961 -4.90963 -2.69447 -0.12
C -1.64136 0.45331 -5.80714 -0.08
C -0.63568 -2.51154 -2.96211 -0.11
H 0.73626 3.71575 -5.33195 0.11
H 3.31385 -3.54646 2.26869 0.11
H -2.20646 -1.37806 -4.80492 0.11
H -1.00846 -4.75572 1.13606 0.11
H 2.18130 4.02537 -3.33455 0.10
H 2.16313 2.26590 -1.56034 0.11
H 4.38873 -2.94018 1.02308 0.10
H -0.55211 -2.78418 -4.02571 0.12
H -3.34157 2.21316 0.27618 0.07
H -3.06647 1.04520 2.66756 0.07
H -0.50295 -4.95501 -3.77274 0.10
H -1.23831 3.83396 -0.10732 0.07
H -0.81011 1.97435 3.79228 0.07
H -0.86195 -6.93527 -0.00492 0.09
H 2.96411 -2.22038 -1.32075 0.07
H 2.40283 0.93037 2.96506 0.07
H 3.38750 -0.70010 1.15672 0.09
H 0.78332 0.66594 2.91901 0.02
H 1.34925 -3.19667 0.88169 0.08
H -2.31769 0.28618 -6.63649 0.10
H 1.13524 -1.59226 2.17676 0.09
H 0.34308 3.66657 2.05387 0.07
H 4.10257 -1.18944 2.69112 0.10
H 1.34794 -2.13309 -1.09045 0.02
H 2.52398 -4.13866 -0.00497 0.11
H -0.93829 2.32618 -6.55244 0.10
H 1.96381 -1.41367 3.71326 0.11

# 4
62
Properties=species:S:1:pos:R:3:lowdin_charge:R:1 method="wB97M-V/def2-TZVPD" charge=+2 total_energy_ev=-71994.15706 fmax_ev_per_a=2.13 e_above_lowest_kcal_mol=30.2 lumo_ev=-7.31
Ta -0.03860 -0.62847 -0.48484 1.82
Cl -3.50208 3.49085 -5.88208 0.75
Cl 4.43623 -0.44820 -1.78993 0.62
Si 1.10998 -3.51085 -1.99392 0.48
O 1.04869 0.62626 -2.64378 -0.03
O -1.31887 -0.04898 -1.74652 -0.27
O 0.83522 -0.19874 6.51018 -0.03
O -1.65997 4.50960 4.04784 -0.03
N 0.34082 -0.95323 1.68742 -0.04
N -0.19954 1.38020 0.54966 -0.01
C 2.08522 -3.56503 -3.57093 -0.15
C 0.79450 -2.12070 2.18741 -0.07
C 1.58184 -4.81679 -0.74429 -0.16
C 3.08116 0.23238 -0.85230 -0.58
C 0.48609 1.20284 -3.56295 -0.12
C -0.49245 2.51936 -0.09627 -0.07
C 0.91623 -1.45500 5.89213 -0.19
C -0.95041 1.41872 -3.61706 -0.14
C -2.84340 2.46854 -4.66681 -0.65
C -0.90793 3.65663 0.55556 0.04
C 0.71705 -1.27821 4.41788 -0.12
C -1.80537 0.81981 -2.68271 -0.29
C -1.48070 2.24382 -4.61156 -0.02
C -0.75062 -3.49297 -2.24852 -0.19
C -3.68794 1.85580 -3.74288 -0.05
C -0.30262 1.36084 1.89416 -0.17
C 1.94942 -0.71406 -0.76427 -0.42
C 1.40353 -1.82109 -1.15242 -0.30
C -1.04988 3.64408 1.94321 -0.12
C 0.98511 -2.32016 3.53029 0.04
C -1.50592 4.85705 2.69619 -0.19
C 0.27313 -0.06404 3.89944 0.09
C -0.73026 2.46408 2.60897 0.09
C 0.07927 0.07262 2.54061 -0.16
C -3.17504 1.02740 -2.75952 0.02
H -1.00982 -4.44694 -2.72149 0.05
H -3.83203 0.52876 -2.06018 0.13
H -0.82450 2.70389 -5.33979 0.13
H 0.13814 -2.14224 6.25041 0.15
H -0.75166 5.64257 2.55744 0.15
H 1.08038 1.59998 -4.39944 0.16
H 3.46579 0.42856 0.15320 0.09
H -0.82517 2.41684 3.68235 0.13
H -0.37005 2.51638 -1.17283 0.11
H 1.80694 -4.44698 -4.15144 0.05
H -1.11890 4.54221 -0.02886 0.14
H -2.44112 5.21677 2.25081 0.15
H -4.75386 2.02320 -3.81262 0.12
H 1.37650 -5.81297 -1.14111 0.05
H 2.64501 -4.76871 -0.50782 0.05
H 1.91055 -2.68422 -4.18962 0.04
H -1.94725 5.27696 4.55324 0.12
H 1.88578 -1.93970 6.05890 0.15
H 1.35792 -3.27273 3.88080 0.14
H 1.01295 -4.72396 0.18328 0.02
H -1.12164 -2.71361 -2.91969 0.03
H 1.02102 -2.89666 1.46674 0.10
H 3.15193 -3.62138 -3.35434 0.05
H -1.34029 -3.48033 -1.32785 0.03
H 0.86832 -0.29921 7.46719 0.12
H 0.11680 0.76671 4.56925 0.13
H 2.77635 1.17245 -1.29392 0.07